# 1
Here is a cluster of 4 separate species, C16H38F3N2O8S3 in total from OMol25. Energies are from wB97M-V/def2-TZVPD.

XYZ file:
```
70
Properties=species:S:1:pos:R:3
C 5.556 -6.628 -0.875
C 1.040 -3.298 -1.586
H -0.974 -2.728 -2.247
H 2.320 1.215 0.372
N -0.220 2.454 -3.621
C -0.850 -0.489 2.095
F -1.277 1.215 0.520
H 2.689 -0.441 -0.233
H 1.559 0.716 -1.705
H -4.230 5.372 -2.788
C 4.803 -4.551 0.638
H -0.203 2.782 -2.665
H 0.344 1.299 1.671
O -1.736 3.454 -1.115
H -0.988 -0.037 3.076
H -3.024 2.059 2.611
C -3.252 5.337 -0.098
C -0.442 0.343 -2.344
O 1.191 -1.927 -1.107
H -0.173 -3.924 -3.255
S 4.676 -5.081 -1.076
H 5.535 -7.133 -1.838
H 1.261 -3.979 -0.768
C -3.566 2.694 5.374
F -0.457 -3.364 0.949
H -0.840 -4.379 -1.695
H -1.517 2.986 2.360
C -0.042 1.003 -3.674
C 0.562 0.773 -1.272
C 2.107 0.154 0.467
O -0.048 -1.586 2.272
C 0.287 -1.483 -0.171
H 5.850 -4.400 0.898
H -4.037 3.647 5.133
O 2.285 -0.265 1.775
H 6.586 -6.425 -0.586
H -1.877 1.569 -1.753
H -0.411 -0.738 -2.463
C -2.429 2.908 2.950
H -3.792 6.245 -0.363
C -0.311 -3.593 -2.229
N 0.647 -0.023 0.046
H -1.167 2.660 -3.914
O 3.245 -5.434 -1.297
H -2.544 5.551 0.700
H -0.695 0.562 -4.426
H -3.937 4.545 0.202
H -4.149 1.857 4.991
C 0.364 -2.276 1.147
F -2.069 -0.851 1.594
H 0.988 0.758 -3.950
H -0.753 -1.490 -0.511
O 2.605 0.884 2.580
H 1.859 -3.403 -2.288
H 4.265 -3.608 0.722
H -3.304 4.044 -3.521
C -3.698 4.442 -2.588
C -0.254 0.570 1.125
O -1.776 0.638 -2.026
H -2.993 3.836 2.856
S -1.923 2.661 4.657
H -3.445 2.600 6.450
S -2.308 4.790 -1.516
H -4.349 3.712 -2.108
H 4.345 -5.304 1.279
H 0.386 1.799 -0.950
H 3.522 0.679 2.821
H 1.371 -2.645 1.343
H 5.045 -7.231 -0.124
O -1.231 3.903 5.072
```

Its net charge is +1. For the gap between HOMO and LUMO, the calculation gives 0.32874 hartree. The LUMO energy comes out at -2.22 eV. The calculation puts the molar mass at 539.681 g mol⁻¹. The HOMO energy comes out at -11.168 eV.

# 2
Here is the molecule C5H8O3 in a non-equilibrium geometry from OMol25. Energies are from wB97M-V/def2-TZVPD.

XYZ file:
```
16
Properties=species:S:1:pos:R:3
H -2.444 -0.244 0.851
C -1.834 0.350 0.471
H 2.004 -1.286 -1.009
O 0.262 1.547 -0.892
C 1.234 0.709 -0.816
O -0.301 0.613 2.171
C -0.471 0.197 1.080
O -1.780 0.118 -0.861
C 1.149 -0.785 -0.846
H 2.304 1.099 -0.943
H -1.164 0.782 -1.070
H 1.602 -0.791 1.290
H -1.988 1.414 0.853
H 0.391 -1.170 -1.592
H 0.357 -1.763 0.687
C 0.680 -0.789 0.627
```

The value obtained for the relative energy (zero: lowest compared OMol25 entry of this formula, charge and spin) is 367.98 kJ/mol. Its structure (SMILES) is O=CCCC(=O)CO. For the gap between HOMO and LUMO, the calculation gives 0.34815 hartree. The LUMO energy comes out at 0.11 eV. The calculation puts the molar mass at 116.116 g mol⁻¹. The HOMO energy comes out at -9.368 eV.

# 3
Here is a structure of composition C25H49NO2SSi2Yb in a non-equilibrium geometry from OMol25. Energies are from wB97M-V/def2-TZVPD.

XYZ file:
```
81
Properties=species:S:1:pos:R:3
H -0.956 3.014 4.856
C -3.153 0.569 -1.958
C -2.515 2.977 -1.861
C 4.150 1.238 3.472
H 2.432 -5.203 5.238
Si -1.256 2.132 2.569
H 0.294 2.812 -2.946
C 2.279 -2.245 3.583
H 2.471 1.527 -3.312
H 3.151 -4.437 -0.169
H -0.733 -0.588 -3.107
H 2.810 2.069 1.958
Yb 0.565 -0.802 1.426
H -2.962 -0.172 -3.994
C -0.651 2.105 4.341
C 2.249 2.059 -2.388
H 2.813 -2.819 -2.889
C 1.795 -3.191 -2.779
H 2.723 3.038 -2.455
H -3.049 3.103 -0.923
H 1.795 -5.478 -0.576
H -1.354 1.549 -4.438
H 2.313 -1.780 0.655
H -3.464 4.614 -2.917
H 0.110 4.059 1.802
H -3.309 0.936 3.264
H -3.536 1.655 1.681
H -3.616 2.658 3.124
H 1.150 -2.618 -3.443
H 0.342 1.660 -4.893
C 2.081 -4.440 4.555
H 0.424 -5.617 3.833
H -1.067 -3.223 -1.925
C -3.099 1.818 2.663
C 1.747 -1.457 -0.207
H 0.930 -0.205 -3.454
H 3.618 -3.033 5.093
H -1.002 0.243 0.791
H 2.724 1.525 -1.567
H -4.355 3.107 -3.009
C 2.903 -0.917 3.458
H -4.479 -0.590 -3.218
H -1.601 3.561 -1.782
H 0.661 1.157 1.136
C -0.401 0.997 1.285
H -3.944 0.841 -1.257
H -1.184 4.596 2.862
S 4.234 -0.262 4.250
C 0.733 2.208 -2.153
H -0.365 -3.844 2.271
C 3.076 1.231 2.587
O 0.014 0.961 -1.995
H 1.781 -4.576 0.925
C 0.507 -3.679 2.889
H 4.825 2.068 3.629
H -2.891 3.327 -3.974
O -2.175 1.607 -2.059
H 0.429 2.042 4.426
C -0.437 0.975 -4.557
C 0.950 -4.674 3.766
C -0.041 0.237 -3.253
H 1.782 -4.220 -3.137
H -1.532 4.206 1.197
C 2.067 -4.527 -0.120
C -0.937 3.908 2.055
C -3.354 3.535 -3.011
C -0.620 -3.316 -0.936
N 1.184 -2.504 2.806
H -2.675 -0.322 -1.558
H -1.077 -2.561 -0.302
H -0.606 0.262 -5.364
C 2.751 -3.218 4.471
H -1.097 1.283 4.893
H -1.224 1.339 -1.751
H 0.588 2.842 -1.282
H -4.218 1.042 -3.810
H 2.512 -0.995 -0.827
C -3.735 0.199 -3.324
Si 1.230 -3.106 -0.996
H -0.896 -4.292 -0.542
C 2.379 0.021 2.606
```

The value obtained for the relative energy (zero: lowest compared OMol25 entry of this formula, charge and spin) is 381.51 kJ/mol. Its net charge is +1. For the gap between HOMO and LUMO (alpha / beta), the calculation gives 0.28268 / 0.28263 hartree. The LUMO energy (alpha / beta) comes out at -2.37 / -2.38 eV. The calculation puts the molar mass at 656.951 g mol⁻¹. The expectation value of S² is 0.7513. As for the spin multiplicity: 2. The HOMO energy (alpha / beta) comes out at -10.064 / -10.074 eV.

# 4
Here is a structure of composition C51H42BrN7O2Sn in a non-equilibrium geometry from OMol25. Energies are from wB97M-V/def2-TZVPD.

XYZ file:
```
104
Properties=species:S:1:pos:R:3
H -12.382 -4.733 -5.677
C -18.404 -8.415 -7.104
C -17.773 0.350 -11.309
C -18.929 0.136 -4.900
H -20.708 -0.916 -4.422
N -18.718 -5.956 -8.387
H -14.009 -4.634 -3.825
C -19.861 -6.384 -14.733
C -19.144 -5.581 -15.621
C -20.267 -1.445 -14.484
H -18.539 -9.394 -6.656
C -19.723 -0.975 -4.826
H -25.724 -4.151 -10.775
C -17.979 -5.951 -11.451
N -22.633 -5.219 -9.796
C -17.829 -1.001 -11.238
C -13.866 -4.351 -7.200
H -16.169 -1.339 -6.226
C -23.581 -4.462 -10.388
H -13.571 -4.488 -10.658
C -17.167 -1.237 -5.783
O -18.333 -4.641 -10.977
C -16.453 -6.122 -11.310
H -19.857 -6.874 -10.874
C -14.219 -5.209 -11.102
H -14.121 -8.406 -12.143
H -19.560 -4.224 -6.319
C -18.606 -4.760 -6.263
H -16.385 -4.161 -4.277
C -18.612 -7.090 -9.103
H -18.613 -8.052 -10.947
C -20.966 -0.219 -14.563
H -22.345 1.007 -13.446
H -18.466 -5.075 -5.229
C -18.422 -7.232 -6.357
H -20.831 -6.798 -15.038
C -25.318 -5.953 -9.711
C -18.499 -8.348 -8.477
O -17.783 -3.226 -8.047
C -22.394 -0.999 -12.704
H -16.005 -4.191 -10.472
C -16.115 -3.982 -6.411
H -24.521 -7.553 -8.405
C -20.648 -2.427 -13.604
H -26.377 -6.265 -9.662
C -17.539 -5.126 -13.864
C -24.976 -4.780 -10.303
C -21.951 0.012 -13.577
C -18.581 -6.028 -7.022
H -19.395 -5.440 -16.680
Sn -19.307 -3.808 -9.397
N -21.122 -1.212 -8.488
C -22.417 0.594 -8.113
H -12.630 -6.400 -12.103
C -23.016 -6.245 -9.045
H -22.194 -6.756 -8.532
C -17.644 0.017 -5.423
C -19.457 -0.258 -10.026
H -17.197 -1.648 -11.763
H -23.218 1.219 -7.794
C -24.353 -6.647 -8.971
H -15.520 -3.906 -8.446
C -23.070 -3.265 -11.035
H -13.161 -4.540 -8.018
H -21.066 1.909 -9.232
C -18.761 -7.020 -10.608
H -16.527 -8.236 -11.790
H -17.381 -4.327 -15.817
C -14.509 -7.449 -11.865
H -19.321 -1.655 -14.975
C -15.181 -4.028 -7.447
C -18.245 -5.982 -12.961
N -18.833 -1.398 -10.382
C -13.665 -6.355 -11.735
H -19.979 -3.036 -5.021
C -15.889 -7.327 -11.681
C -17.625 -3.631 -6.656
C -20.625 -0.186 -9.132
C -13.426 -4.512 -5.892
C -19.289 -2.230 -5.234
H -23.229 -0.798 -12.020
H -19.340 1.076 -4.520
H -18.876 1.825 -10.259
H -16.980 0.867 -5.466
H -18.327 -7.260 -5.298
C -18.014 -2.369 -5.793
H -16.669 -4.589 -13.526
H -23.551 -2.283 -10.693
N -22.247 -3.314 -12.006
C -22.215 -0.733 -7.841
H -17.103 0.988 -11.871
C -15.682 -4.204 -5.102
C -15.582 -5.096 -10.921
C -21.786 -2.253 -12.746
N -21.310 0.986 -8.832
H -20.227 -3.456 -13.637
C -19.374 -6.628 -13.443
H -18.585 -9.230 -9.099
C -14.318 -4.430 -4.853
H -19.991 -7.282 -12.782
N -18.744 0.843 -10.479
H -22.856 -1.366 -7.268
C -17.959 -4.985 -15.160
Br -20.542 1.069 -15.796
```

The value obtained for the relative energy (zero: lowest compared OMol25 entry of this formula, charge and spin) is 266.87 kJ/mol. Its net charge is +2. For the gap between HOMO and LUMO (alpha / beta), the calculation gives 0.11151 / 0.18459 hartree. The LUMO energy (alpha / beta) comes out at -9.37 / -7.38 eV. The calculation puts the molar mass at 983.559 g mol⁻¹. The HOMO energy (alpha / beta) comes out at -12.407 / -12.401 eV.

# 5
Here is a cluster of 2 separate species, C2H7ClO2Si in total in a non-equilibrium geometry from OMol25. Energies are from wB97M-V/def2-TZVPD.

XYZ file:
```
13
Properties=species:S:1:pos:R:3
H 1.694 0.062 0.934
O 0.241 -2.437 0.742
Si -0.104 -1.205 -0.210
H 1.444 2.168 0.030
C 1.244 0.098 0.036
H 0.401 1.704 -1.228
O -1.442 -1.159 -1.000
H -0.140 1.540 0.559
H -0.449 -3.073 1.132
H 2.063 0.164 -0.815
H -2.423 -0.241 -0.181
Cl -3.137 0.870 0.175
C 0.608 1.508 -0.174
```

The value obtained for the relative energy (zero: lowest compared OMol25 entry of this formula, charge and spin) is 172.98 kJ/mol. Its structure (SMILES) is CC[Si](=O)O.Cl. For the gap between HOMO and LUMO, the calculation gives 0.37729 hartree. The LUMO energy comes out at -0.10 eV. The calculation puts the molar mass at 126.615 g mol⁻¹. The HOMO energy comes out at -10.363 eV.

# 6
Here is the molecule C2H5NS in a non-equilibrium geometry from OMol25. Energies are from wB97M-V/def2-TZVPD.

XYZ file:
```
9
Properties=species:S:1:pos:R:3
C 0.673 0.778 -1.353
H 0.026 -0.907 2.286
S -0.089 1.163 0.216
H 1.639 0.318 -1.286
H -0.044 0.150 -2.037
N -0.808 -0.459 0.496
H -1.382 -1.897 1.774
H 0.769 1.810 -1.729
C -0.785 -0.957 1.633
```

The value obtained for the relative energy (zero: lowest compared OMol25 entry of this formula, charge and spin) is 176.63 kJ/mol. Its structure (SMILES) is C=NSC. For the gap between HOMO and LUMO, the calculation gives 0.33910 hartree. The LUMO energy comes out at 0.76 eV. The calculation puts the molar mass at 75.136 g mol⁻¹. The HOMO energy comes out at -8.463 eV.